{
  "formula": "C7H5F2N5O2",
  "method": "ωB97M-V with the def2-TZVPD basis set",
  "symbols": ["C", "C", "C", "C", "N", "N", "C", "N", "C", "O", "F", "C", "O", "F", "N", "N", "H", "H", "H", "H", "H"],
  "coordinates": [[3.163, -1.305, 0.022], [3.275, -0.011, 0.503], [2.505, 1.090, -0.240], [0.986, 0.852, -0.197], [0.430, 0.951, 1.011], [-0.868, 0.734, 1.048], [-1.429, 0.498, -0.127], [-2.868, 0.313, -0.084], [-3.266, -0.180, 1.244], [-3.954, 0.468, 1.894], [-2.797, -1.345, 1.679], [-3.279, -0.707, -1.030], [-2.795, -1.734, -1.202], [-4.379, -0.374, -1.717], [-0.890, 0.410, -1.335], [0.415, 0.574, -1.372], [3.589, -1.545, -0.970], [2.643, -2.104, 0.578], [3.935, 0.171, 1.365], [2.866, 1.165, -1.288], [2.717, 2.078, 0.219]],
  "atomic_forces_ev_per_a": [[0.2, 0.4, 0.0], [-0.3, -0.9, -0.6], [1.7, 0.7, -0.4], [2.6, 0.3, -0.2], [-0.8, -0.2, -0.6], [0.6, 0.1, -0.4], [-1.8, -0.4, -0.1], [1.0, -1.8, 0.1], [1.0, 0.4, -0.8], [-2.0, 1.4, 2.0], [0.4, -0.1, -1.0], [-1.4, 2.0, -0.5], [1.6, -2.6, -0.2], [0.2, 0.7, 0.6], [0.6, 0.2, 0.4], [-0.9, 0.2, 0.6], [-2.0, 0.4, -0.4], [2.0, -0.2, 0.5], [-1.8, 0.2, 0.8], [-0.6, -0.1, 0.3], [-0.2, -0.5, -0.2]],
  "lowdin_charge": [-0.012, -0.161, -0.150, -0.325, 0.148, 0.149, -0.314, 0.145, -0.518, 0.247, 0.165, -0.512, 0.238, 0.151, 0.148, 0.143, 0.064, 0.062, 0.098, 0.120, 0.113],
  "e_lumo_ev": -1.65,
  "e_tot_ev": -24314.611
}

***

{
  "formula": "C23H55BiN3OP4S",
  "method": "ωB97M-V with the def2-TZVPD basis set",
  "symbols": ["Bi", "P", "P", "P", "H", "C", "C", "H", "C", "C", "C", "C", "C", "C", "C", "C", "C", "H", "H", "H", "H", "H", "H", "H", "H", "H", "H", "H", "H", "H", "H", "H", "H", "H", "H", "H", "H", "H", "H", "H", "H", "H", "H", "H", "H", "H", "C", "C", "C", "C", "C", "C", "S", "H", "H", "H", "H", "H", "H", "C", "N", "C", "P", "O", "N", "C", "C", "N", "C", "C", "H", "H", "H", "H", "H", "H", "H", "H", "H", "H", "H", "H", "H", "H", "H", "H", "H", "H"],
  "coordinates": [[-0.006, 0.438, -0.228], [-0.835, 1.284, 2.309], [1.823, -1.632, 0.938], [-1.763, -1.847, -0.097], [-3.121, 3.195, -8.479], [-4.044, 2.883, -7.973], [-4.735, 3.734, -7.201], [-4.392, 4.768, -7.051], [-0.217, 2.971, 2.650], [-0.280, 0.333, 3.776], [-2.647, 1.436, 2.518], [2.629, -2.637, -0.356], [3.279, -0.961, 1.823], [1.270, -2.907, 2.133], [-3.366, -1.590, -0.948], [-2.316, -2.550, 1.505], [-1.111, -3.322, -0.973], [-4.410, 1.871, -8.189], [-5.693, 3.455, -6.747], [-0.111, 3.511, 1.700], [0.770, 2.918, 3.128], [-0.917, 3.510, 3.306], [0.807, 0.170, 3.722], [-0.781, -0.644, 3.808], [-0.509, 0.884, 4.703], [-3.040, 2.141, 1.773], [-2.882, 1.806, 3.529], [-3.132, 0.463, 2.365], [3.378, -3.294, 0.104], [3.128, -1.972, -1.071], [1.891, -3.243, -0.892], [3.947, -1.794, 2.087], [2.954, -0.461, 2.747], [3.823, -0.233, 1.202], [2.152, -3.434, 2.522], [0.603, -3.638, 1.660], [0.748, -2.435, 2.975], [-3.949, -2.522, -0.889], [-3.203, -1.318, -1.999], [-3.916, -0.771, -0.463], [-2.830, -3.506, 1.318], [-3.019, -1.857, 1.989], [-1.468, -2.725, 2.179], [-1.951, -4.001, -1.190], [-0.360, -3.853, -0.371], [-0.652, -3.014, -1.924], [-2.076, 1.506, -3.032], [-1.516, 0.382, -3.681], [-1.419, 0.339, -5.066], [-1.889, 1.415, -5.830], [-2.437, 2.533, -5.196], [-2.536, 2.591, -3.817], [-2.254, 1.664, -1.337], [0.596, 0.296, -1.937], [-1.118, -0.435, -3.074], [-0.982, -0.533, -5.558], [-1.853, 1.379, -6.915], [-2.851, 3.348, -5.787], [-2.983, 3.447, -3.312], [4.711, 1.774, -1.458], [3.761, 2.801, -1.022], [2.723, 3.033, -2.051], [3.253, 2.866, 0.562], [2.040, 2.033, 0.869], [4.495, 2.352, 1.557], [4.150, 2.080, 2.971], [5.894, 2.727, 1.335], [2.956, 4.498, 0.785], [2.791, 5.007, 2.143], [3.333, 5.533, -0.170], [4.701, 1.763, -2.558], [5.730, 2.009, -1.134], [4.444, 0.762, -1.100], [2.191, 2.103, -2.325], [1.980, 3.764, -1.720], [3.219, 3.424, -2.953], [3.076, 1.885, 3.062], [4.684, 1.183, 3.315], [4.413, 2.924, 3.627], [6.429, 1.969, 0.745], [5.993, 3.697, 0.822], [6.407, 2.801, 2.305], [3.761, 5.081, 2.665], [2.349, 6.012, 2.083], [2.118, 4.375, 2.734], [4.417, 5.547, -0.354], [2.817, 5.413, -1.128], [3.029, 6.499, 0.254]],
  "atomic_forces_ev_per_a": [[0.2, -0.7, 0.7], [-0.5, 1.1, 2.4], [0.9, -0.3, 0.2], [-0.7, -0.8, -0.5], [-0.4, -0.1, 0.2], [-0.4, 0.4, 0.0], [0.1, -0.2, -0.5], [-0.2, -0.5, -0.1], [0.1, 0.1, -0.5], [0.2, -0.5, -0.4], [-0.1, -0.3, -0.5], [-0.2, 0.2, -0.3], [-0.1, 0.4, 0.0], [-0.4, 0.1, 0.0], [0.2, 0.4, 0.0], [0.3, 0.4, 0.3], [0.4, 0.3, -0.1], [0.1, 0.4, 0.1], [0.5, 0.1, -0.2], [0.0, 0.0, 0.3], [-0.3, -0.1, -0.2], [0.1, -0.3, -0.2], [-0.3, 0.1, 0.0], [0.1, 0.3, 0.0], [0.0, 0.0, -0.4], [0.1, -0.1, 0.2], [0.2, -0.1, -0.3], [0.1, 0.3, 0.1], [-0.2, 0.1, -0.1], [-0.1, -0.2, 0.1], [0.2, 0.1, 0.1], [-0.2, 0.2, -0.1], [0.2, -0.1, -0.3], [-0.2, -0.2, 0.2], [-0.2, 0.1, -0.2], [0.2, 0.1, 0.2], [0.1, -0.2, -0.1], [0.2, 0.3, 0.0], [-0.1, -0.1, 0.3], [0.1, -0.3, -0.2], [0.2, 0.3, -0.1], [0.2, -0.2, -0.1], [-0.3, 0.0, -0.2], [0.3, 0.2, 0.1], [-0.3, 0.2, -0.2], [-0.1, -0.2, 0.2], [0.0, 0.3, 0.5], [0.6, -0.6, -0.6], [0.2, -0.5, 0.7], [-0.1, 0.0, 0.1], [-0.3, 0.6, 0.6], [-0.2, 0.2, -0.7], [0.3, -0.1, -0.2], [0.3, -0.3, -0.3], [-0.3, 0.1, -0.3], [-0.2, 0.3, 0.2], [0.0, 0.0, 0.2], [0.3, -0.3, 0.1], [0.1, -0.1, -0.2], [0.3, -0.2, -0.1], [-0.4, -0.2, 0.0], [0.2, 0.1, 0.1], [0.9, 1.3, -0.1], [-1.1, -0.8, -0.1], [-0.7, -0.1, -0.1], [0.1, -0.2, -0.2], [0.5, 0.2, 0.0], [-0.4, -0.6, -0.1], [0.1, 0.0, 0.3], [0.4, 0.3, -0.4], [0.1, 0.0, 0.4], [-0.3, -0.1, -0.2], [0.1, 0.3, -0.1], [0.2, 0.1, 0.1], [0.1, -0.2, 0.0], [-0.3, -0.1, 0.3], [0.2, 0.1, 0.0], [-0.1, 0.3, 0.0], [0.0, -0.2, -0.2], [-0.2, 0.2, 0.3], [-0.1, -0.3, 0.2], [-0.2, 0.1, -0.3], [-0.3, 0.1, -0.1], [0.1, -0.4, 0.2], [0.2, 0.1, -0.1], [-0.3, 0.2, 0.0], [0.2, 0.1, 0.2], [0.2, -0.3, -0.2]],
  "lowdin_charge": [1.115, 0.732, 0.731, 0.711, 0.068, -0.098, -0.081, 0.068, -0.241, -0.219, -0.228, -0.246, -0.256, -0.249, -0.258, -0.228, -0.243, 0.066, 0.066, 0.056, 0.033, 0.082, 0.039, 0.045, 0.086, 0.051, 0.083, 0.036, 0.074, 0.053, 0.036, 0.076, 0.034, 0.034, 0.076, 0.036, 0.033, 0.078, 0.041, 0.045, 0.083, 0.047, 0.023, 0.076, 0.035, 0.054, -0.666, -0.130, -0.018, 0.020, -0.022, -0.064, 0.650, -0.068, 0.053, 0.132, 0.127, 0.087, 0.120, -0.087, -0.288, -0.111, 0.550, -0.466, -0.289, -0.111, -0.082, -0.297, -0.092, -0.089, 0.098, 0.072, 0.078, 0.053, 0.070, 0.108, 0.048, 0.091, 0.094, 0.078, 0.095, 0.100, 0.097, 0.098, 0.052, 0.093, 0.064, 0.095],
  "charge": 3,
  "e_lumo_ev": [-11.12, -11.09],
  "e_tot_ev": -85065.330
}

***

{
  "formula": "C24H21AgN4O",
  "method": "ωB97M-V with the def2-TZVPD basis set",
  "symbols": ["Ag", "O", "C", "C", "C", "C", "C", "C", "C", "C", "N", "H", "H", "H", "H", "H", "H", "H", "H", "H", "H", "H", "N", "C", "C", "C", "C", "C", "C", "C", "C", "C", "C", "C", "C", "N", "C", "C", "C", "C", "N", "H", "H", "H", "H", "H", "H", "H", "H", "H", "H"],
  "coordinates": [[0.082, -0.253, -0.081], [-2.330, -0.267, 0.455], [-2.789, 1.059, 0.608], [-2.482, 1.677, 1.976], [-1.015, 1.529, 2.413], [-0.114, 2.480, 1.682], [0.297, 3.678, 2.257], [1.068, 4.560, 1.518], [1.419, 4.204, 0.225], [1.005, 2.974, -0.256], [0.250, 2.137, 0.446], [-2.731, -0.833, 1.121], [-3.874, 1.098, 0.445], [-2.302, 1.622, -0.188], [-3.118, 1.205, 2.729], [-2.751, 2.735, 1.934], [-0.673, 0.507, 2.208], [-0.950, 1.722, 3.486], [0.022, 3.908, 3.275], [1.387, 5.503, 1.940], [2.003, 4.862, -0.399], [1.272, 2.650, -1.253], [10.268, -1.050, 1.174], [9.138, -0.991, 0.986], [7.744, -0.904, 0.778], [7.095, -1.752, -0.119], [5.730, -1.651, -0.282], [4.987, -0.724, 0.446], [5.643, 0.124, 1.334], [7.010, 0.040, 1.496], [3.514, -0.692, 0.271], [3.091, -0.226, -0.978], [3.955, 0.393, -1.933], [3.179, 0.706, -3.019], [1.881, 0.255, -2.714], [1.815, -0.293, -1.509], [2.795, -1.192, 1.363], [3.393, -1.789, 2.514], [2.367, -2.188, 3.332], [1.183, -1.814, 2.671], [1.424, -1.225, 1.509], [7.663, -2.478, -0.683], [5.217, -2.297, -0.977], [5.077, 0.854, 1.892], [7.527, 0.697, 2.179], [5.003, 0.599, -1.815], [3.483, 1.196, -3.925], [1.018, 0.293, -3.362], [4.445, -1.936, 2.668], [2.436, -2.688, 4.281], [0.173, -1.966, 3.018]],
  "atomic_forces_ev_per_a": [[0.2, -0.2, 0.0], [0.2, -0.5, -0.1], [-0.4, 0.7, 0.1], [0.2, -0.3, -0.2], [-0.1, 0.1, -0.1], [0.1, 0.1, 0.2], [0.0, 0.0, -0.1], [-0.1, -0.2, -0.1], [0.0, 0.0, 0.1], [0.1, 0.2, -0.2], [-0.2, -0.2, 0.0], [0.0, 0.0, 0.0], [0.1, 0.0, -0.1], [0.0, 0.0, 0.0], [0.0, 0.0, 0.0], [-0.1, 0.0, 0.1], [0.0, 0.2, 0.3], [0.1, -0.1, 0.0], [-0.1, 0.0, 0.1], [0.0, 0.0, 0.0], [0.1, 0.0, -0.1], [0.1, -0.1, -0.1], [0.3, 0.0, 0.0], [0.6, -0.1, 0.0], [-1.0, 0.1, -0.1], [0.2, 0.1, 0.1], [-0.1, 0.1, 0.0], [0.4, 0.0, 0.0], [-0.2, 0.0, -0.1], [0.2, -0.1, -0.1], [-0.3, -0.1, 0.1], [0.2, 0.1, -0.2], [-0.1, 0.0, 0.0], [0.1, 0.1, -0.1], [-0.1, -0.1, 0.1], [-0.3, 0.0, 0.0], [0.2, 0.1, 0.0], [0.0, -0.1, 0.0], [0.2, 0.0, 0.1], [-0.1, 0.2, -0.3], [-0.5, 0.0, -0.1], [0.0, 0.0, 0.0], [-0.1, -0.1, -0.1], [-0.1, 0.0, 0.1], [0.0, 0.1, 0.1], [0.1, 0.0, 0.1], [0.1, 0.0, -0.2], [-0.1, 0.0, 0.0], [0.1, 0.0, 0.1], [0.0, -0.1, 0.1], [-0.1, 0.0, 0.0]],
  "lowdin_charge": [0.725, -0.124, -0.267, -0.161, -0.147, -0.287, -0.017, -0.057, -0.055, -0.117, 0.065, 0.103, 0.120, 0.109, 0.112, 0.120, 0.074, 0.117, 0.112, 0.109, 0.104, 0.101, 0.159, -0.197, -0.237, -0.008, -0.008, -0.212, -0.012, -0.013, -0.052, -0.282, -0.039, -0.096, -0.195, -0.029, -0.271, -0.035, -0.087, -0.185, -0.013, 0.121, 0.131, 0.128, 0.120, 0.106, 0.086, 0.096, 0.105, 0.087, 0.094],
  "e_lumo_ev": -0.32,
  "de_lowest_ev": 0.242,
  "e_tot_ev": -37235.051
}

***

{
  "formula": "C22H33N3O2",
  "method": "ωB97M-V with the def2-TZVPD basis set",
  "symbols": ["C", "H", "C", "C", "C", "N", "C", "C", "H", "H", "H", "H", "C", "C", "H", "C", "N", "C", "O", "C", "H", "C", "C", "O", "N", "C", "C", "C", "C", "C", "C", "C", "C", "H", "H", "H", "H", "H", "H", "H", "H", "H", "C", "H", "H", "H", "H", "H", "H", "H", "H", "H", "H", "H", "H", "H", "H", "H", "H", "H"],
  "coordinates": [[-2.813, -4.020, 0.335], [-2.788, -4.567, 1.275], [-3.893, -2.944, 0.370], [-3.937, -2.163, -0.943], [-4.952, -1.028, -0.867], [-4.652, -0.128, 0.237], [-4.712, -0.853, 1.497], [-3.660, -1.958, 1.514], [-2.669, -1.510, 1.413], [-3.699, -2.476, 2.474], [-4.518, -0.148, 2.311], [-5.711, -1.295, 1.659], [-5.515, 1.050, 0.214], [-4.955, 2.144, -0.700], [-4.689, 1.720, -1.669], [-3.732, 2.818, -0.089], [-2.671, 1.857, 0.117], [-1.376, 2.204, 0.088], [-0.988, 3.335, -0.129], [-0.424, 1.035, 0.365], [-0.663, 0.638, 1.356], [-0.527, -0.075, -0.686], [0.911, -0.480, -0.982], [1.265, -1.440, -1.632], [1.723, 0.425, -0.406], [3.155, 0.397, -0.543], [3.855, -0.112, 0.728], [5.335, -0.202, 0.495], [6.174, 0.850, 0.835], [7.533, 0.778, 0.584], [8.069, -0.349, -0.015], [7.239, -1.402, -0.362], [5.881, -1.328, -0.110], [5.235, -2.150, -0.382], [7.651, -2.284, -0.830], [9.129, -0.407, -0.210], [8.175, 1.603, 0.857], [5.761, 1.733, 1.304], [3.647, 0.568, 1.557], [3.451, -1.096, 0.973], [3.514, 1.401, -0.790], [3.382, -0.278, -1.373], [1.045, 1.479, 0.308], [1.123, 2.433, -0.230], [1.473, 1.612, 1.304], [-0.974, 0.285, -1.616], [-1.095, -0.940, -0.348], [-2.995, 0.902, 0.259], [-4.005, 3.276, 0.872], [-3.350, 3.611, -0.738], [-5.726, 2.898, -0.862], [-5.584, 1.450, 1.229], [-6.535, 0.784, -0.106], [-4.929, -0.457, -1.798], [-5.967, -1.451, -0.756], [-2.951, -1.750, -1.155], [-4.205, -2.827, -1.766], [-4.866, -3.426, 0.523], [-3.006, -4.727, -0.469], [-1.833, -3.578, 0.169]],
  "atomic_forces_ev_per_a": [[-0.3, 0.1, 0.0], [0.1, -0.1, 0.1], [0.4, 0.1, 0.0], [-0.4, 0.0, 0.2], [0.2, -0.1, -0.3], [-0.2, -0.2, 0.1], [0.2, -0.1, 0.2], [-0.5, -0.1, -0.1], [0.1, 0.0, 0.0], [0.1, 0.0, 0.0], [-0.1, 0.0, 0.0], [0.0, 0.1, 0.0], [-0.1, 0.2, -0.3], [0.1, -0.1, 0.4], [0.0, 0.0, -0.1], [0.0, 0.2, -0.2], [-0.3, 0.0, 0.0], [0.2, -0.5, 0.3], [0.1, 0.4, -0.1], [0.1, 0.3, -0.1], [0.0, 0.0, -0.1], [0.1, -0.1, 0.0], [-0.4, -0.1, 0.1], [0.1, -0.3, -0.2], [0.1, 0.2, 0.2], [0.1, -0.2, 0.0], [0.0, 0.1, -0.3], [0.0, 0.0, 0.1], [0.0, 0.0, 0.0], [0.1, 0.1, 0.0], [0.1, 0.0, 0.0], [0.0, -0.1, -0.1], [0.0, 0.0, 0.0], [-0.1, -0.1, 0.0], [0.0, -0.1, 0.0], [0.1, 0.0, 0.0], [0.1, 0.1, 0.0], [-0.1, 0.1, 0.1], [0.0, -0.1, 0.1], [0.0, 0.0, 0.0], [0.0, -0.1, 0.0], [0.0, 0.1, 0.1], [0.0, 0.4, 0.1], [0.0, -0.1, 0.2], [0.0, 0.0, 0.0], [0.0, -0.1, 0.0], [0.0, 0.0, -0.1], [0.2, 0.0, -0.1], [0.0, 0.1, -0.1], [-0.1, -0.1, 0.1], [0.0, 0.0, -0.1], [0.0, 0.0, 0.0], [0.0, 0.0, 0.1], [-0.1, 0.0, 0.0], [0.0, 0.1, 0.0], [0.1, 0.0, -0.1], [0.0, 0.0, -0.1], [0.0, 0.0, 0.0], [0.0, -0.1, -0.1], [0.1, 0.0, 0.0]],
  "lowdin_charge": [-0.066, 0.077, -0.390, -0.146, -0.182, -0.208, -0.190, -0.152, 0.107, 0.119, 0.122, 0.130, -0.196, -0.158, 0.107, -0.177, 0.076, -0.471, 0.063, -0.175, 0.149, -0.029, -0.459, 0.063, -0.059, -0.126, -0.128, -0.246, -0.047, -0.088, -0.098, -0.085, -0.043, 0.117, 0.101, 0.099, 0.101, 0.111, 0.109, 0.124, 0.136, 0.129, -0.090, 0.128, 0.128, 0.140, 0.094, 0.109, 0.125, 0.121, 0.114, 0.119, 0.122, 0.118, 0.129, 0.102, 0.121, 0.142, 0.079, 0.077],
  "e_lumo_ev": 0.71,
  "de_lowest_ev": 0.299,
  "e_tot_ev": -31916.812
}